(1)
The following is a quantum chemistry calculation of a 16-piece molecular cluster, ClH30O19 overall at a distorted geometry, from the OMol25 dataset.

ΔE to the lowest compared entry with this formula, charge and spin, kJ/mol: 95.50
2S+1: 1
Charge: -1
Energy, hartree: -1907.5405
E_HOMO, eV: -7.607
Largest force on an atom, eV Å⁻¹: 3.88

Each line ends with the Mulliken charge.
Atoms and positions in Å:
Cl 11.975 5.249 1.792  0.954
O 11.305 4.030 2.296  -0.628
O 13.294 4.896 1.141  -0.303
O 11.040 5.881 0.779  -0.388
O 12.250 6.227 2.898  -0.430
O 9.840 8.138 2.531  -0.726
H 10.739 8.282 2.288  0.316
H 9.999 8.027 3.468  0.345
O 13.054 5.815 -1.587  -0.706
H 13.008 5.312 -0.795  0.257
H 14.016 5.989 -1.653  0.322
O 15.009 7.065 1.574  -0.638
H 14.123 6.751 1.539  0.212
H 15.242 6.798 0.708  0.311
O 11.853 6.069 6.051  -0.609
H 11.498 5.375 5.513  0.403
H 11.398 5.934 6.890  0.255
O 8.428 5.944 1.879  -0.609
H 9.206 6.309 2.299  0.334
H 8.735 5.135 1.405  0.293
O 12.927 8.362 4.398  -0.640
H 12.422 8.308 5.220  0.329
H 12.744 7.558 3.928  0.440
O 8.810 5.704 -1.284  -0.658
H 9.165 5.098 -0.713  0.253
H 9.218 6.504 -1.022  0.451
O 14.213 5.153 4.551  -0.562
H 13.532 4.494 4.676  0.247
H 13.909 5.818 5.138  0.302
O 10.793 4.023 4.701  -0.806
H 11.500 3.522 5.102  0.313
H 11.076 3.925 3.758  0.347
O 15.333 3.457 1.924  -0.684
H 15.073 2.814 2.605  0.318
H 14.523 3.979 1.689  0.289
O 10.721 1.135 3.286  -0.567
H 11.450 1.350 2.771  0.433
H 10.978 0.237 3.540  0.293
O 14.926 2.562 -0.968  -0.607
H 15.028 2.067 -0.130  0.327
H 14.073 2.942 -0.997  0.309
O 12.023 8.470 -1.267  -0.652
H 12.413 7.664 -0.945  0.404
H 12.230 8.497 -2.150  0.258
O 12.857 1.668 1.793  -0.678
H 12.647 0.890 1.263  0.327
H 12.784 2.358 1.138  0.178
O 9.618 8.166 -0.321  -0.820
H 10.476 8.365 -0.713  0.532
H 9.805 7.861 0.560  0.360



(2)
The following is a quantum chemistry calculation of a 16-piece molecular cluster, C2H36NO16 overall at a distorted geometry, from the OMol25 dataset.

ΔE to the lowest compared entry with this formula, charge and spin, kJ/mol: 599.66
2S+1: 1
Charge: -1
Energy, hartree: -1356.2130
E_HOMO, eV: -1.441
Largest force on an atom, eV Å⁻¹: 4.24

Each line ends with the Mulliken charge.
Atoms and positions in Å:
N 0.063 -0.405 -0.041  0.623
H 0.094 0.332 -0.691  -0.024
H 0.038 -1.243 -0.535  0.248
H -0.807 -0.354 0.594  0.267
H 0.842 -0.465 0.537  -0.029
O -2.172 2.792 -2.043  -1.070
C -1.822 2.646 -0.710  0.984
C -2.280 3.950 0.001  -0.476
O -2.449 3.854 1.389  -0.954
H -0.737 2.497 -0.560  -0.355
H -2.306 1.685 -0.521  0.097
H -3.171 4.443 -0.452  0.232
H -1.337 4.575 -0.045  0.121
O 3.150 0.628 0.801  -0.480
H 3.199 -0.195 1.267  0.208
H 3.905 1.020 1.251  0.277
O 2.622 -1.947 -1.037  -0.447
H 2.955 -2.830 -0.981  0.239
H 2.323 -1.842 -1.933  0.165
O 2.372 0.982 -1.929  -0.508
H 2.603 0.251 -2.428  0.196
H 2.918 0.774 -1.078  0.333
O -1.525 -3.994 -0.860  -0.553
H -1.549 -4.927 -1.031  0.284
H -0.762 -3.814 -0.254  0.365
O 0.292 -3.105 1.116  -0.618
H 1.051 -3.656 0.998  0.146
H 0.411 -2.863 2.048  0.287
O 0.280 -2.450 -2.758  -0.537
H 0.911 -2.123 -3.404  0.285
H -0.629 -2.297 -3.107  0.274
O 1.410 -0.132 3.140  -0.618
H 2.259 -0.171 3.619  0.269
H 1.028 0.664 3.503  0.227
O 2.978 -1.859 2.020  -0.665
H 2.267 -1.538 2.592  0.411
H 2.908 -2.840 1.843  0.252
O -1.609 0.256 -2.652  -0.569
H -1.849 1.118 -2.306  0.208
H -2.495 0.007 -3.031  0.265
O -0.925 1.781 2.013  -0.459
H -1.407 1.486 2.762  0.196
H -1.573 2.257 1.466  0.019
O -1.858 -1.711 2.575  -0.555
H -1.682 -1.743 3.520  0.286
H -1.425 -2.483 2.196  0.273
O -3.461 -0.855 -0.381  -0.594
H -3.157 -0.637 -1.272  0.260
H -4.218 -0.295 -0.352  0.270
O 1.327 2.815 1.052  -0.619
H 0.469 2.383 1.210  0.281
H 1.993 2.139 1.228  0.418
O 0.259 2.475 -3.151  -0.747
H 0.913 2.336 -2.424  0.268
H -0.636 2.627 -2.768  0.341



(3)
The following is a quantum chemistry calculation of the molecule CH3NS2 at a distorted geometry, from the OMol25 dataset.

ΔE to the lowest compared entry with this formula, charge and spin, kJ/mol: 268.81
2S+1: 1
Structure (SMILES): S=CNS
Charge: 0
Energy, hartree: -890.9259
E_HOMO, eV: -8.856
Largest force on an atom, eV Å⁻¹: 5.79

Each line ends with the Mulliken charge.
Atoms and positions in Å:
S -2.438 -0.247 -0.234  -0.277
C -0.877 0.504 -0.080  -0.093
N 0.119 -0.318 0.312  -0.262
S 1.605 -0.132 -0.363  -0.168
H -0.776 1.742 -0.125  0.273
H -0.118 -1.384 -0.272  0.376
H 2.485 -0.165 0.762  0.151